Entry 1:
C4H10N2O2 | ωB97M-V with the def2-TZVPD basis set

The geometry in XYZ format:
```
18
C4H10N2O2 | the OMol25 dataset | ωB97M-V with the def2-TZVPD basis set
C -0.250 1.904 0.523
C 0.626 0.807 -0.034
O 1.846 0.941 -0.089
C 0.053 -0.791 0.135
N -0.291 -1.116 1.499
N 1.118 -1.671 -0.293
C -1.062 -0.725 -0.848
O -0.556 0.478 -1.828
H -1.292 1.772 0.235
H 0.093 2.851 0.099
H -0.176 1.943 1.610
H -1.029 -0.527 1.870
H 0.535 -0.988 2.077
H 1.798 -1.778 0.458
H 1.668 -1.257 -1.042
H -2.004 -0.337 -0.461
H -1.185 -1.595 -1.490
H 0.108 0.089 -2.421
```

As for the HOMO energy: -8.50 eV. The energy above the lowest of the compared OMol25 structures with the same formula, charge and spin is 2.934 eV.

=====

Entry 2:
C46H36NNiO5P2 | ωB97M-V with the def2-TZVPD basis set

The geometry in XYZ format:
```
91
C46H36NNiO5P2 | the OMol25 dataset | ωB97M-V with the def2-TZVPD basis set
Ni 14.924 11.709 10.002
O 17.997 11.823 6.396
C 17.068 11.834 7.373
O 15.866 11.751 7.210
C 17.764 11.899 8.703
C 19.100 12.070 8.738
C 19.702 12.192 9.981
C 18.905 12.218 11.076
C 17.515 12.008 11.029
N 17.002 11.872 9.802
C 16.721 11.972 12.248
O 17.280 12.213 13.313
O 15.402 11.749 12.069
H 17.530 11.812 5.605
H 19.707 12.301 7.816
H 20.787 12.324 9.949
H 19.386 12.349 12.031
C 8.467 11.278 11.635
C 8.875 11.601 10.201
C 7.561 11.800 9.378
C 9.707 10.448 9.597
C 9.194 9.334 8.916
C 10.044 8.418 8.338
C 11.461 8.577 8.449
C 11.998 9.544 9.339
P 13.783 9.677 9.592
C 14.049 8.599 11.059
C 12.900 7.967 11.567
C 13.019 6.822 12.405
C 14.280 6.413 12.821
C 15.389 7.138 12.419
C 15.306 8.272 11.634
C 14.697 8.915 8.255
C 14.087 9.005 7.027
C 14.583 8.383 5.894
C 15.866 7.829 5.984
C 16.531 7.802 7.232
C 15.953 8.297 8.398
C 11.075 10.410 9.893
O 11.599 11.449 10.663
C 11.147 12.717 10.316
C 12.077 13.699 10.065
C 11.561 14.966 9.660
C 10.187 15.225 9.602
C 9.327 14.175 9.770
C 9.740 12.867 10.047
P 13.938 13.706 9.949
C 14.316 14.964 11.249
C 14.616 16.286 11.043
C 15.059 17.136 12.048
C 15.073 16.633 13.371
C 14.653 15.313 13.640
C 14.353 14.465 12.562
C 14.258 14.392 8.290
C 13.350 14.107 7.281
C 13.531 14.682 5.998
C 14.511 15.672 5.780
C 15.398 15.951 6.821
C 15.252 15.322 8.088
H 7.729 10.527 11.615
H 8.015 12.078 12.178
H 9.265 10.970 12.328
H 6.903 10.924 9.328
H 7.849 12.000 8.353
H 6.967 12.650 9.809
H 8.073 9.323 8.740
H 9.632 7.588 7.743
H 12.112 7.905 7.958
H 11.856 8.244 11.318
H 12.107 6.303 12.632
H 14.329 5.474 13.403
H 16.393 6.828 12.675
H 16.127 8.933 11.463
H 13.210 9.570 6.972
H 14.060 8.339 4.903
H 16.376 7.325 5.153
H 17.563 7.373 7.258
H 16.414 7.973 9.344
H 12.267 15.769 9.417
H 9.819 16.219 9.310
H 8.191 14.413 9.718
H 14.594 16.692 10.014
H 15.257 18.204 11.809
H 15.435 17.326 14.125
H 14.620 15.001 14.691
H 14.320 13.437 12.726
H 12.524 13.391 7.425
H 12.909 14.371 5.194
H 14.697 16.089 4.799
H 16.197 16.730 6.751
H 16.071 15.490 8.763
```

As for the HOMO energy (spin up / spin down): -10.90 / -11.11 eV. The spin multiplicity is 3. As for the total charge: +1.